## a
Formula: C3H12N3
Source: the Open Molecules 2025 dataset
Level of theory: ωB97M-V with the def2-TZVPD basis set

Last column: Löwdin charge in e.
Positions of all 18 atoms, in Å:
C: 0.81 -1.13 0.76  0.02
N: 1.70 -0.97 -0.44  -0.04
C: 1.78 0.43 -0.93  -0.01
H: 0.83 -2.17 1.07  0.11
H: 1.19 -0.49 1.54  0.11
H: -0.18 -0.81 0.46  0.07
H: 1.35 -1.56 -1.20  0.18
H: 2.63 -1.32 -0.24  0.18
H: 0.80 0.75 -1.28  0.08
H: 2.50 0.49 -1.75  0.11
H: 2.05 1.09 -0.12  0.11
N: -2.87 0.00 0.34  0.09
C: -2.08 1.10 0.46  -0.40
N: -1.42 1.58 -0.52  0.05
H: -3.14 -0.50 1.17  0.09
H: -2.81 -0.54 -0.51  0.10
H: -2.11 1.56 1.45  0.13
H: -1.05 2.48 -0.25  0.04

M   90.15 g/mol
HOMO   -12.762 eV
Total charge   +1
Spin multiplicity   1

***

## b
Formula: C3H12N3
Source: the Open Molecules 2025 dataset
Level of theory: ωB97M-V with the def2-TZVPD basis set

Last column: Löwdin charge in e.
Positions of all 18 atoms, in Å:
C: 0.43 -1.39 0.54  0.00
C: -1.69 -0.65 1.72  0.00
C: -0.83 -0.63 0.51  -0.34
N: -1.13 0.11 -0.50  0.23
N: 1.70 1.42 -0.65  -0.03
N: 1.00 0.98 -1.83  -0.09
H: 0.20 -2.46 0.50  0.12
H: 0.94 -1.23 1.49  0.11
H: 1.09 -1.13 -0.27  0.07
H: -1.52 -1.53 2.33  0.10
H: -2.75 -0.55 1.49  0.10
H: -1.40 0.22 2.33  0.12
H: -0.37 0.37 -1.21  0.07
H: -1.99 0.63 -0.50  0.15
H: 1.23 2.25 -0.30  0.08
H: 1.53 0.21 -2.24  0.11
H: 0.91 1.69 -2.55  0.11
H: 2.66 1.69 -0.87  0.09

M   90.15 g/mol
HOMO   -13.843 eV
Total charge   +1
Spin multiplicity   1

***

## c
Formula: C3H12N3
Source: the Open Molecules 2025 dataset
Level of theory: ωB97M-V with the def2-TZVPD basis set

Last column: Löwdin charge in e.
Positions of all 18 atoms, in Å:
C: -2.70 0.89 -0.45  -0.17
C: -2.21 -0.24 0.37  -0.19
C: 1.18 -0.15 0.51  -0.14
N: 1.35 1.11 0.21  0.23
N: 1.89 -1.17 0.07  0.04
N: 3.18 -0.81 -0.59  0.09
H: -2.22 1.90 -0.17  0.09
H: -2.45 0.75 -1.44  0.04
H: -3.80 1.13 -0.29  0.10
H: -1.40 -0.68 -0.15  0.03
H: -2.93 -1.03 0.49  0.08
H: 0.26 -0.27 0.99  0.10
H: 0.56 1.69 0.44  0.14
H: 3.64 -1.50 -1.18  0.11
H: 1.59 -2.17 0.07  0.19
H: 2.07 1.38 -0.38  0.10
H: 3.88 -0.90 0.12  0.08
H: -1.87 0.06 1.38  0.08

M   90.15 g/mol
HOMO   -14.837 eV
Total charge   +1
Spin multiplicity   1

***

Least stable = c

***

## a
Formula: C3H12N3
Source: the Open Molecules 2025 dataset
Level of theory: ωB97M-V with the def2-TZVPD basis set

Last column: Löwdin charge in e.
Positions of all 18 atoms, in Å:
C: -1.99 1.36 2.27  -0.07
C: -0.82 1.35 1.31  -0.19
N: -0.51 -0.08 0.97  0.18
H: -2.42 2.36 2.41  0.10
H: -2.74 0.69 1.85  0.08
H: -1.69 0.96 3.25  0.09
H: -1.06 1.90 0.39  0.14
H: 0.11 1.72 1.76  0.13
H: -0.42 -0.62 1.82  0.16
H: 0.32 -0.21 0.33  0.10
H: -1.30 -0.44 0.52  0.13
N: 1.83 -0.76 -0.69  0.03
C: 1.31 -0.63 -2.01  -0.35
N: 0.41 -1.43 -2.42  0.07
H: 1.79 -1.71 -0.43  0.08
H: 2.76 -0.35 -0.57  0.11
H: 1.77 0.20 -2.59  0.13
H: -0.24 -1.09 -3.16  0.07

M   90.15 g/mol
HOMO   -13.536 eV
Total charge   +1
Spin multiplicity   1

***

## b
Formula: C3H12N3
Source: the Open Molecules 2025 dataset
Level of theory: ωB97M-V with the def2-TZVPD basis set

Last column: Löwdin charge in e.
Positions of all 18 atoms, in Å:
C: 0.10 1.79 -1.76  -0.18
C: 1.61 2.00 -1.80  -0.15
H: -0.19 0.78 -2.06  0.05
H: -0.42 2.48 -2.42  0.08
H: -0.30 1.96 -0.75  0.04
H: 1.98 1.82 -2.81  0.07
H: 1.86 3.01 -1.51  0.07
H: 2.12 1.32 -1.12  0.06
N: -1.17 -1.12 -0.13  0.22
C: -0.46 -1.06 0.99  -0.46
N: 0.10 -2.17 1.48  0.21
N: -0.37 0.09 1.67  0.22
H: -1.08 -1.92 -0.73  0.14
H: -1.44 -0.25 -0.58  0.11
H: 0.19 -2.98 0.90  0.14
H: 0.78 -2.09 2.22  0.14
H: 0.21 0.13 2.49  0.14
H: -0.56 0.96 1.20  0.12

M   90.15 g/mol
HOMO   -15.321 eV
Total charge   +1
Spin multiplicity   1

***

Least stable = a

***

## a
Formula: C3H6FNS
Source: the Open Molecules 2025 dataset
Level of theory: ωB97M-V with the def2-TZVPD basis set

Last column: Löwdin charge in e.
Positions of all 12 atoms, in Å:
N: 0.01 -1.66 1.43  0.05
C: 0.17 -0.49 0.76  -0.89
S: 0.97 0.79 1.36  0.67
C: -0.37 -0.74 -0.69  -0.14
C: -0.66 0.70 -1.32  -0.29
F: -0.86 0.69 -2.64  -0.03
H: 0.26 -1.71 2.40  0.09
H: -0.63 -2.35 1.05  0.10
H: -1.23 -1.45 -0.71  0.12
H: 0.41 -1.08 -1.34  0.10
H: 0.18 1.34 -1.07  0.06
H: -1.62 1.18 -0.85  0.15

M   107.15 g/mol
HOMO   -8.704 eV
Total charge   0
SMILES   NC(=S)CCF
Spin multiplicity   1

***

## b
Formula: C3H6FNS
Source: the Open Molecules 2025 dataset
Level of theory: ωB97M-V with the def2-TZVPD basis set

Last column: Löwdin charge in e.
Positions of all 12 atoms, in Å:
F: 0.99 2.38 1.28  -0.06
C: 0.90 1.01 1.13  -0.24
C: 0.15 0.81 -0.13  -0.20
C: -0.07 -0.60 -0.47  -0.35
N: -1.18 -0.98 -0.93  -0.33
S: -1.12 -2.67 -1.38  0.68
H: 0.42 0.60 2.07  0.14
H: 1.94 0.61 1.00  0.13
H: -0.85 1.29 0.05  0.14
H: 0.60 1.48 -0.89  0.14
H: 0.74 -1.27 -0.30  0.09
H: -2.51 -2.67 -1.44  -0.12

M   107.15 g/mol
HOMO   -9.147 eV
Total charge   0
SMILES   FCC/C=N/S
Spin multiplicity   1

***

Least stable = b

***

## a
Formula: C22H66O11
Source: the Open Molecules 2025 dataset
Level of theory: ωB97M-V with the def2-TZVPD basis set

Last column: Löwdin charge in e.
Positions of all 99 atoms, in Å:
C: 20.57 -4.06 -24.18  -0.03
C: 21.27 -4.36 -22.78  -0.40
C: 22.79 -4.13 -22.73  -0.04
O: 20.70 -3.46 -21.83  -0.08
H: 21.08 -4.49 -25.04  0.07
H: 20.45 -3.00 -24.39  0.06
H: 19.54 -4.40 -24.17  0.07
H: 20.99 -5.40 -22.57  0.13
H: 23.41 -4.97 -23.04  0.08
H: 23.11 -3.99 -21.70  0.06
H: 23.07 -3.24 -23.30  0.08
H: 21.03 -2.61 -22.13  0.05
C: 21.13 0.54 -24.66  -0.06
C: 21.97 0.13 -23.47  -0.47
C: 22.62 1.33 -22.76  -0.03
O: 21.07 -0.64 -22.70  -0.07
H: 20.85 -0.36 -25.21  0.08
H: 21.66 1.23 -25.31  0.08
H: 20.23 1.09 -24.37  0.08
H: 22.75 -0.51 -23.89  0.13
H: 23.15 0.93 -21.90  0.04
H: 21.83 2.01 -22.42  0.08
H: 23.32 1.83 -23.43  0.09
H: 20.43 -0.06 -22.28  0.05
C: 19.73 5.79 -16.37  -0.06
C: 19.57 4.73 -17.46  -0.49
C: 20.83 3.98 -17.69  -0.05
O: 18.56 3.89 -16.90  -0.08
H: 20.08 5.37 -15.42  0.08
H: 18.80 6.34 -16.23  0.08
H: 20.49 6.44 -16.79  0.07
H: 19.07 5.22 -18.30  0.13
H: 20.57 3.01 -18.13  0.06
H: 21.26 3.69 -16.73  0.09
H: 21.50 4.46 -18.40  0.09
H: 18.95 3.03 -16.69  0.02
C: 23.24 -0.84 -14.07  -0.05
C: 24.10 -1.48 -15.16  -0.50
C: 23.55 -2.90 -15.49  -0.05
O: 23.95 -0.71 -16.31  -0.05
H: 22.19 -0.80 -14.33  0.07
H: 23.48 0.23 -14.02  0.07
H: 23.31 -1.39 -13.14  0.08
H: 25.10 -1.63 -14.76  0.13
H: 22.47 -2.82 -15.61  0.08
H: 23.66 -3.53 -14.61  0.07
H: 24.18 -3.42 -16.22  0.07
H: 24.34 -1.26 -16.99  0.06
C: 17.99 2.18 -19.68  -0.05
C: 18.19 1.31 -20.92  -0.42
C: 17.70 2.13 -22.18  -0.04
O: 19.57 1.06 -21.12  -0.09
H: 16.95 2.50 -19.62  0.09
H: 18.58 3.07 -19.92  0.08
H: 18.29 1.77 -18.72  0.05
H: 17.75 0.33 -20.74  0.14
H: 18.42 2.85 -22.56  0.07
H: 16.80 2.73 -22.05  0.07
H: 17.51 1.49 -23.04  0.07
H: 19.94 0.38 -20.55  0.04
C: 26.62 -2.85 -20.11  -0.08
C: 25.25 -2.25 -20.25  -0.33
O: 24.44 -2.39 -19.11  -0.08
H: 27.17 -2.44 -19.26  0.08
H: 27.13 -2.48 -21.00  0.08
H: 26.68 -3.94 -20.10  0.08
H: 24.73 -2.63 -21.13  0.09
H: 25.38 -1.17 -20.31  0.10
H: 24.27 -3.33 -19.05  0.09
C: 18.40 0.30 -16.11  -0.11
O: 18.87 1.54 -15.53  -0.14
H: 19.07 0.08 -16.94  0.06
H: 18.22 -0.45 -15.34  0.09
H: 17.50 0.52 -16.68  0.08
H: 18.31 1.66 -14.75  0.09
C: 24.37 2.69 -16.37  -0.15
O: 24.95 3.68 -17.18  -0.12
H: 24.98 1.80 -16.24  0.08
H: 24.02 3.17 -15.46  0.08
H: 23.42 2.37 -16.80  0.06
H: 24.37 4.37 -17.52  0.08
C: 21.54 0.00 -18.40  -0.10
O: 21.04 -0.63 -19.58  -0.14
H: 22.51 0.37 -18.73  0.07
H: 20.84 0.83 -18.29  0.06
H: 21.57 -0.73 -17.59  0.09
H: 21.80 -1.17 -19.81  0.08
C: 19.38 -3.70 -18.73  -0.16
O: 20.56 -4.27 -19.27  -0.14
H: 19.39 -2.68 -18.36  0.05
H: 18.61 -3.80 -19.50  0.08
H: 19.17 -4.35 -17.88  0.07
H: 20.65 -4.05 -20.20  0.00
C: 24.85 1.76 -20.33  -0.19
O: 25.95 2.08 -19.52  -0.10
H: 25.19 1.45 -21.32  0.08
H: 24.23 0.97 -19.90  0.05
H: 24.24 2.64 -20.51  0.08
H: 25.62 2.26 -18.64  0.03

M   506.76 g/mol
HOMO   -9.499 eV
Total charge   0
SMILES   CC(C)O.CC(C)O.CC(C)O.CC(C)O.CC(C)O.CCO.CO.CO.CO.CO.CO
Spin multiplicity   1

***

## b
Formula: C22H66O11
Source: the Open Molecules 2025 dataset
Level of theory: ωB97M-V with the def2-TZVPD basis set

Last column: Löwdin charge in e.
Positions of all 99 atoms, in Å:
C: 35.51 31.61 29.33  -0.11
C: 35.16 31.79 27.93  -0.28
O: 34.00 30.95 27.57  -0.11
H: 36.30 32.17 29.64  0.05
H: 35.74 30.66 29.82  0.08
H: 34.69 32.11 29.89  0.08
H: 36.12 31.39 27.48  0.13
H: 35.02 32.82 27.83  0.10
H: 33.60 31.37 26.72  0.15
C: 33.51 29.77 34.10  -0.06
C: 34.17 30.10 32.64  -0.36
O: 33.12 30.17 31.87  -0.06
H: 34.28 29.91 35.04  0.12
H: 33.39 28.75 33.96  0.00
H: 32.57 30.20 34.37  0.05
H: 34.98 29.48 32.49  0.07
H: 34.59 31.20 32.64  0.13
H: 33.09 29.75 31.04  0.02
C: 29.59 31.30 25.47  -0.12
C: 29.87 31.54 26.91  -0.41
O: 29.49 32.84 27.32  -0.13
H: 28.45 31.57 25.36  0.09
H: 29.66 30.15 25.11  0.11
H: 30.14 32.25 24.92  0.12
H: 30.76 31.25 27.29  0.03
H: 29.09 30.86 27.67  0.16
H: 29.81 32.85 28.31  0.07
C: 33.58 27.36 27.85  -0.10
C: 32.50 28.21 28.48  -0.24
O: 33.23 29.11 29.32  -0.08
H: 33.06 26.57 27.36  0.05
H: 34.06 26.72 28.58  0.05
H: 34.18 27.95 27.16  0.09
H: 31.80 27.52 29.02  0.11
H: 32.20 28.91 27.59  0.15
H: 33.46 29.67 28.72  -0.08
C: 32.95 26.00 31.82  -0.03
C: 32.71 24.90 32.83  -0.31
O: 32.54 23.70 32.15  -0.13
H: 32.23 26.09 31.05  0.04
H: 33.95 26.00 31.21  0.09
H: 33.10 26.90 32.39  0.06
H: 32.02 25.22 33.40  0.04
H: 33.52 24.50 33.53  0.15
H: 32.66 22.83 32.79  0.20
C: 31.80 33.31 29.65  0.00
C: 30.90 32.05 30.21  -0.31
O: 29.56 32.25 30.02  -0.14
H: 31.73 33.23 28.59  0.05
H: 32.91 33.33 29.90  0.08
H: 31.58 34.09 30.22  0.02
H: 31.00 31.80 31.23  0.08
H: 31.13 31.04 29.65  0.11
H: 29.03 31.31 30.15  0.13
C: 29.54 28.99 30.73  -0.03
C: 28.04 28.86 30.30  -0.22
O: 27.58 30.20 30.43  -0.13
H: 29.71 29.61 31.37  -0.04
H: 30.15 29.22 29.86  0.06
H: 30.04 28.07 31.00  0.08
H: 27.40 28.28 30.97  0.12
H: 28.04 28.64 29.23  0.11
H: 26.61 30.32 30.54  0.13
C: 34.06 27.49 22.84  -0.03
C: 32.97 27.17 24.03  -0.25
O: 32.12 28.26 24.19  -0.09
H: 34.41 26.65 22.36  0.04
H: 34.96 28.02 23.22  0.09
H: 33.81 27.87 22.05  -0.05
H: 33.49 27.08 25.05  0.11
H: 32.46 26.24 23.82  0.09
H: 31.65 28.47 23.40  0.07
C: 28.31 24.12 29.23  -0.04
C: 29.58 24.53 30.00  -0.32
O: 30.37 23.42 30.42  -0.10
H: 27.63 23.62 29.69  0.00
H: 28.82 23.62 28.41  0.07
H: 27.84 25.10 28.84  0.11
H: 29.24 25.09 30.77  0.06
H: 30.31 25.18 29.38  0.12
H: 31.01 23.70 31.11  0.04
C: 34.05 23.58 28.33  -0.04
C: 32.59 23.30 28.07  -0.28
O: 32.31 23.40 26.67  -0.12
H: 34.63 22.71 28.29  0.07
H: 34.15 24.01 29.18  -0.02
H: 34.39 24.48 27.83  0.08
H: 32.04 24.14 28.37  0.06
H: 32.16 22.33 28.47  0.14
H: 31.33 23.26 26.54  0.10
C: 36.23 27.17 30.34  -0.11
C: 37.62 26.77 29.75  -0.29
O: 38.18 25.66 30.54  -0.13
H: 35.65 26.25 30.34  0.04
H: 35.83 28.06 29.81  0.06
H: 36.33 27.46 31.43  0.09
H: 38.18 27.72 29.98  0.11
H: 37.46 26.38 28.72  0.12
H: 38.94 25.43 29.89  0.12

M   506.76 g/mol
HOMO   -8.984 eV
Total charge   0
SMILES   CCO.CCO.CCO.CCO.CCO.CCO.CCO.CCO.CCO.CCO.CCO
Spin multiplicity   1

***

Least stable = b